No. 1
The ion C3H5OS with charge -1 in a non-equilibrium geometry. Source: the Open Molecules 2025 dataset; level of theory: ωB97M-V/def2-TZVPD.

As for the SMILES: O=CCC[S-]. The HOMO energy comes out at -0.0900 hartree. The maximum force comes out at 5.83 eV/Å. The charge is -1. The relative energy (zero: lowest compared OMol25 entry of this formula, charge and spin) is 151.3 kJ/mol.

CARTESIAN COORDINATES (ANGSTROEM)
1 O -0.70464 -1.44083 1.83461
2 C -0.78323 -0.65220 0.85646
3 C 0.62244 -0.37684 0.24676
4 C 0.29468 0.67396 -0.80410
5 S -1.31707 0.71132 -1.72861
6 H -1.62408 0.04654 0.80225
7 H 1.21352 0.03780 1.02993
8 H 1.05626 -1.36405 -0.12269
9 H 0.35193 1.70332 -0.49633
10 H 0.89020 0.66099 -1.61827

natural (NBO) atomic charge list, values in e, 4 entries: -0.62, 0.43, -0.51, -0.55


No. 2
A cluster of 2 separate species, CHFI2 in total in a non-equilibrium geometry. Source: the Open Molecules 2025 dataset; level of theory: ωB97M-V/def2-TZVPD.

The HOMO energy (alpha / beta) comes out at -0.3705 / -0.3082 hartree. The maximum force comes out at 1.56 eV/Å. The relative energy (zero: lowest compared OMol25 entry of this formula, charge and spin) is 234.5 kJ/mol.

CARTESIAN COORDINATES (ANGSTROEM)
1 C 0.66945 -0.20792 0.11993
2 F 0.62840 -0.37775 1.41026
3 I -2.93417 -0.01807 -0.60571
4 I 1.65133 1.55483 -0.55633
5 H -0.01502 -0.95108 -0.36815

natural (NBO) atomic charge list, values in e, 4 entries: 0.04, -0.32, -0.09, 0.18


No. 3
A cluster of 6 separate species, C24H66N6O6 in total in a non-equilibrium geometry. Source: the Open Molecules 2025 dataset; level of theory: ωB97M-V/def2-TZVPD.

The HOMO energy (alpha / beta) comes out at 0.0278 / -0.2458 hartree. Its spin multiplicity is 2. The maximum force comes out at 4.67 eV/Å. The charge is -1. The relative energy (zero: lowest compared OMol25 entry of this formula, charge and spin) is 216.6 kJ/mol.

CARTESIAN COORDINATES (ANGSTROEM)
1 C -0.57108 -7.42032 4.37149
2 C 0.42100 -8.13570 3.49088
3 C 0.96130 -7.24071 2.42250
4 O 0.02621 -7.13010 1.31411
5 C 0.52565 -6.06579 0.43761
6 N 1.42610 -8.61364 4.44944
7 H -0.78242 -8.08969 5.20539
8 H -1.51863 -7.26484 3.85566
9 H -0.08515 -6.51475 4.73470
10 H 0.04493 -9.06508 3.06317
11 H 1.85879 -7.77384 2.10887
12 H 1.25204 -6.25594 2.78826
13 H 1.58620 -5.82857 0.52172
14 H 0.04995 -5.15110 0.79138
15 H 0.14784 -6.24669 -0.56868
16 H 1.70536 -7.93828 5.14659
17 H 2.27071 -8.93210 3.99634
18 C -0.82916 0.13053 -2.21797
19 C -0.30741 0.50958 -0.86923
20 C 0.92834 -0.20286 -0.44045
21 O 0.64496 -1.58068 0.11451
22 C 1.80519 -2.28394 0.65553
23 N -0.09594 1.93255 -0.93094
24 H -1.45274 -0.75819 -2.12093
25 H -0.04686 -0.08538 -2.94561
26 H -1.43460 0.93285 -2.63967
27 H -1.06334 0.23129 -0.13491
28 H 1.28028 0.29719 0.46187
29 H 1.76347 -0.22548 -1.14054
30 H 2.40981 -1.51916 1.14301
31 H 2.34536 -2.69587 -0.19690
32 H 1.62975 -3.09983 1.35673
33 H -1.02893 2.31520 -0.98757
34 H 0.33727 2.46616 -0.19087
35 C -5.46967 3.16732 -6.11547
36 C -5.21671 1.57927 -6.31449
37 C -4.94418 0.90317 -4.91844
38 O -4.19452 -0.27729 -5.11965
39 C -4.22416 -1.03969 -3.87788
40 N -6.21221 0.99122 -7.09352
41 H -4.50541 3.67375 -6.07295
42 H -6.00566 3.32165 -5.17898
43 H -6.06923 3.49869 -6.96329
44 H -4.31527 1.36269 -6.88772
45 H -5.92582 0.67821 -4.50148
46 H -4.54091 1.60184 -4.18540
47 H -5.23288 -1.34366 -3.59826
48 H -3.76966 -0.36125 -3.15590
49 H -3.66691 -1.96882 -3.99740
50 H -5.54958 0.52069 -7.69320
51 H -6.71951 0.27296 -6.59667
52 C -3.75637 -0.01669 2.38620
53 C -3.11609 1.29487 3.02619
54 C -1.86954 1.01327 4.00504
55 O -2.47290 0.52731 5.22385
56 C -1.69086 0.90735 6.36643
57 N -2.74886 2.43483 2.12187
58 H -3.75110 -0.80795 3.13585
59 H -3.32839 -0.49743 1.50652
60 H -4.79247 0.07171 2.05945
61 H -3.94283 1.63262 3.65111
62 H -1.28291 1.92149 4.14332
63 H -1.01622 0.39676 3.72244
64 H -1.45949 1.95532 6.55707
65 H -0.80711 0.27477 6.28305
66 H -2.30618 0.62175 7.21961
67 H -3.55805 2.89201 1.72653
68 H -2.40611 3.12899 2.77054
69 C 4.28746 5.02220 -0.27274
70 C 3.13971 4.77304 0.64798
71 C 1.75555 5.23596 0.13272
72 O 0.64884 4.65231 0.87434
73 C -0.52522 5.29545 0.46918
74 N 3.09487 3.35591 0.87007
75 H 4.42885 6.09790 -0.37754
76 H 4.24776 4.74024 -1.32488
77 H 5.21166 4.72010 0.21990
78 H 3.32845 5.22729 1.62067
79 H 1.57251 4.96740 -0.90769
80 H 1.75800 6.31804 0.26385
81 H -0.48285 6.30043 0.88908
82 H -1.31345 4.74424 0.98196
83 H -0.80287 5.40554 -0.57911
84 H 2.39169 3.16968 1.57073
85 H 2.81314 2.94866 -0.01020
86 C 5.85332 0.40268 0.85061
87 C 4.82997 0.11703 -0.26796
88 C 4.84993 1.19791 -1.29913
89 O 4.14007 0.74803 -2.46137
90 C 3.18102 1.69084 -2.93859
91 N 5.18373 -1.28005 -0.57010
92 H 5.56050 1.31763 1.36562
93 H 6.87239 0.60331 0.51997
94 H 5.83518 -0.31689 1.66913
95 H 3.87248 -0.03409 0.23051
96 H 5.89002 1.43296 -1.52508
97 H 4.48670 2.15559 -0.92629
98 H 2.24137 1.58401 -2.39661
99 H 2.90201 1.21017 -3.87625
100 H 3.52297 2.69856 -3.17453
101 H 5.35655 -1.82332 0.26362
102 H 4.53123 -1.70735 -1.21178

Löwdin atomic charge list, values in e, 4 entries: -0.08, -0.46, -0.23, -0.18


No. 4
The molecule C5H9NO in a non-equilibrium geometry. Source: the Open Molecules 2025 dataset; level of theory: ωB97M-V/def2-TZVPD.

As for the SMILES: CC(=O)[C@@H]1CN1C. The HOMO energy comes out at -0.3383 hartree. The maximum force comes out at 1.62 eV/Å. The relative energy (zero: lowest compared OMol25 entry of this formula, charge and spin) is 335.0 kJ/mol.

CARTESIAN COORDINATES (ANGSTROEM)
1 C -1.45067 1.20260 1.42387
2 C -1.29385 -0.12203 0.75113
3 O -1.77039 -1.14884 1.20146
4 C -0.38870 -0.31319 -0.41141
5 C 0.78821 -0.71061 0.46207
6 N 0.91636 0.25134 -0.60845
7 C 1.59032 -0.09109 -1.85344
8 H -1.56214 1.04030 2.49795
9 H -0.63309 1.89309 1.20241
10 H -2.38202 1.61902 1.02955
11 H -0.68453 -1.10422 -1.10460
12 H 0.66077 -1.79244 0.51492
13 H 0.89012 -0.23058 1.43278
14 H 2.64462 0.19082 -1.77134
15 H 1.14686 0.47943 -2.67569
16 H 1.52814 -1.16360 -2.09122

natural (NBO) atomic charge list, values in e, 4 entries: -0.72, 0.57, -0.59, -0.17


No. 5
A structure of composition C25H37Br3O12 in a non-equilibrium geometry. Source: the Open Molecules 2025 dataset; level of theory: ωB97M-V/def2-TZVPD.

The HOMO energy comes out at -0.3234 hartree. The maximum force comes out at 10.37 eV/Å. The relative energy (zero: lowest compared OMol25 entry of this formula, charge and spin) is 2896.9 kJ/mol.

CARTESIAN COORDINATES (ANGSTROEM)
1 O 12.73358 -13.43494 -8.49888
2 C 12.99291 -14.63732 -8.42203
3 O 13.03225 -15.29141 -9.49308
4 C 13.33313 -16.61217 -9.32782
5 C 13.51428 -16.85298 -7.82335
6 C 13.07949 -15.56674 -7.26202
7 H 14.27724 -16.89148 -9.79551
8 H 12.58519 -17.24720 -9.80259
9 H 14.50968 -17.09944 -7.45383
10 H 13.00537 -17.74344 -7.45430
11 H 13.74793 -15.28639 -6.44797
12 H 12.05556 -15.58840 -6.88890
13 O 11.46552 -18.38664 -8.42787
14 C 11.42796 -18.89324 -7.36197
15 O 11.80510 -20.15408 -7.14416
16 C 12.28299 -20.37346 -5.85067
17 C 11.54780 -19.20240 -5.05852
18 C 10.97885 -18.18434 -6.04683
19 H 13.36677 -20.26596 -5.80638
20 H 12.09521 -21.38306 -5.48523
21 H 12.29335 -18.89010 -4.32727
22 H 10.76012 -19.52428 -4.37730
23 H 11.39378 -17.17874 -5.97835
24 H 9.89484 -18.19307 -5.93303
25 O 13.83217 -21.02781 -7.76447
26 C 14.14710 -20.08819 -8.46640
27 O 15.38453 -19.63958 -8.53340
28 C 15.36748 -18.43788 -9.23877
29 C 14.45691 -18.79775 -10.34711
30 C 13.34723 -19.30041 -9.48175
31 H 16.30652 -18.14228 -9.70665
32 H 15.08680 -17.70562 -8.48174
33 H 14.76782 -19.57994 -11.03965
34 H 14.16629 -17.94715 -10.96366
35 H 12.49306 -19.82619 -9.90844
36 H 12.95996 -18.46545 -8.89785
37 O 20.83943 -20.07961 -4.17643
38 C 19.77064 -19.38910 -4.14122
39 O 19.81426 -18.00565 -4.17508
40 C 18.68335 -17.37801 -3.84636
41 C 17.60616 -18.47420 -3.59582
42 C 18.34633 -19.73351 -3.87126
43 H 18.46549 -16.69156 -4.66454
44 H 18.82962 -16.73908 -2.97545
45 H 16.75074 -18.54251 -4.26790
46 H 17.15307 -18.43237 -2.60533
47 H 17.85083 -20.13788 -4.75391
48 H 18.14475 -20.52978 -3.15472
49 O 16.87824 -21.10075 -4.64326
50 C 15.98253 -21.75810 -5.16149
51 O 15.97752 -23.13011 -5.21886
52 C 14.84723 -23.64394 -5.95678
53 C 13.93519 -22.51109 -6.07977
54 C 14.80317 -21.23186 -6.02289
55 H 14.27958 -24.42382 -5.44918
56 H 15.17654 -24.05119 -6.91270
57 H 13.19724 -22.25894 -5.31820
58 H 13.38093 -22.59970 -7.01414
59 H 14.23503 -20.42287 -5.56374
60 H 15.21317 -20.89217 -6.97401
61 O 15.32784 -13.17459 -5.39465
62 C 16.07871 -13.68322 -4.58461
63 O 15.84174 -13.77669 -3.29598
64 C 16.84721 -14.31176 -2.44153
65 C 17.84841 -14.84523 -3.49556
66 C 17.40772 -14.44555 -4.91349
67 H 16.59160 -15.15117 -1.79486
68 H 17.44050 -13.54990 -1.93586
69 H 17.92894 -15.92396 -3.62962
70 H 18.84485 -14.43844 -3.32314
71 H 17.08134 -15.26694 -5.55136
72 H 18.23538 -14.03257 -5.49016
73 C 15.96573 -18.38374 -6.55085
74 Br 17.08496 -20.04959 -6.60665
75 Br 16.86607 -16.90917 -5.47037
76 Br 14.06018 -18.73012 -6.17703
77 H 15.83112 -17.99290 -7.55943

Löwdin atomic charge list, values in e, 4 entries: 0.10, -0.50, 0.13, -0.15


No. 6
A cluster of 2 separate species, C3H11BNO2 in total in a non-equilibrium geometry. Source: the Open Molecules 2025 dataset; level of theory: ωB97M-V/def2-TZVPD.

The HOMO energy comes out at -0.5548 hartree. The maximum force comes out at 4.02 eV/Å. The charge is +1. The relative energy (zero: lowest compared OMol25 entry of this formula, charge and spin) is 140.0 kJ/mol.

CARTESIAN COORDINATES (ANGSTROEM)
1 B 3.66474 0.63297 0.98461
2 C -2.04601 -0.30204 -0.38062
3 C -2.34514 0.31332 -1.75934
4 C -0.56654 -0.19475 -0.07770
5 N 0.03184 -0.82045 1.15871
6 O 4.80013 1.22541 0.96624
7 O 2.52824 0.16802 1.01425
8 H -3.05544 -0.33289 -2.36684
9 H -2.30840 -1.37041 -0.45294
10 H -2.62495 0.38327 0.30285
11 H -2.91745 1.15226 -1.75056
12 H -1.44412 0.42602 -2.26651
13 H -0.32615 0.90515 -0.10801
14 H 0.05288 -0.52351 -1.00782
15 H 0.22881 -1.77871 1.13664
16 H -0.38911 -0.70089 2.01705
17 H 5.65417 1.22832 1.26296
18 H 1.06250 -0.41109 1.32705

natural (NBO) atomic charge list, values in e, 4 entries: 1.37, -0.44, -0.60, -0.24


No. 7
The molecule C3H4O2 in a non-equilibrium geometry. Source: the Open Molecules 2025 dataset; level of theory: ωB97M-V/def2-TZVPD.

The HOMO energy comes out at -0.3489 hartree. The maximum force comes out at 3.92 eV/Å. The relative energy (zero: lowest compared OMol25 entry of this formula, charge and spin) is 472.4 kJ/mol.

CARTESIAN COORDINATES (ANGSTROEM)
1 C 0.76624 0.21010 0.13205
2 C 2.10359 -0.27200 -0.52744
3 C -0.88886 -0.13624 -0.06505
4 O -1.57584 0.09583 -1.02712
5 O -1.36424 -0.30869 1.14952
6 H 0.64385 0.28357 1.23849
7 H 0.94581 1.18262 -0.53660
8 H 1.66104 -0.72003 -1.53010
9 H -2.29158 -0.33516 1.16626

natural (NBO) atomic charge list, values in e, 4 entries: -0.66, 0.00, 0.79, -0.59


No. 8
A cluster of 2 separate species, C4H10N in total in a non-equilibrium geometry. Source: the Open Molecules 2025 dataset; level of theory: ωB97M-V/def2-TZVPD.

The HOMO energy comes out at -0.5608 hartree. The maximum force comes out at 7.38 eV/Å. The charge is +1. The relative energy (zero: lowest compared OMol25 entry of this formula, charge and spin) is 362.7 kJ/mol.

CARTESIAN COORDINATES (ANGSTROEM)
1 C -1.86328 -0.74130 0.31611
2 C 1.74415 -0.10008 0.27821
3 C -0.74670 1.26182 -0.20871
4 C 0.39697 -0.83327 -0.10297
5 N -0.78517 -0.13825 0.03129
6 H -1.83038 -1.89375 0.48558
7 H -2.77384 -0.08326 0.37483
8 H 1.95202 0.82750 -0.36366
9 H 1.49163 0.06248 1.41074
10 H 2.51280 -0.89847 0.12971
11 H -0.02912 1.74958 0.59432
12 H -1.88575 1.52444 0.01915
13 H -0.45207 1.63516 -1.24469
14 H 0.48010 -1.87850 0.37491
15 H 0.47659 -0.96612 -1.62721

natural (NBO) atomic charge list, values in e, 4 entries: 0.10, -0.64, -0.45, -0.20


No. 9
The molecule C6H12S in a non-equilibrium geometry. Source: the Open Molecules 2025 dataset; level of theory: ωB97M-V/def2-TZVPD.

As for the SMILES: C=[SH](=C)[C@H]1C[C@H]1C. The HOMO energy comes out at -0.2817 hartree. The maximum force comes out at 6.27 eV/Å. The relative energy (zero: lowest compared OMol25 entry of this formula, charge and spin) is 726.0 kJ/mol.

CARTESIAN COORDINATES (ANGSTROEM)
1 C 2.16276 -1.04393 0.93761
2 S 1.38855 0.06444 -0.04024
3 C 2.44768 1.11335 -0.83198
4 C -0.26123 -0.47922 -0.72760
5 C -1.08258 -1.55722 -0.06436
6 C -1.63545 -0.07684 -0.39442
7 C -1.98342 0.97811 0.69284
8 H 3.04330 -1.34437 0.35794
9 H 1.48341 -1.94989 1.07810
10 H 0.80024 1.09130 0.86166
11 H 3.22217 0.73423 -1.49893
12 H 2.02421 2.04257 -1.21731
13 H -0.04429 -0.45085 -1.81291
14 H -1.29479 -2.44063 -0.63524
15 H -0.91460 -1.89300 0.91689
16 H -2.34275 -0.07063 -1.12177
17 H -1.43975 0.64888 1.65999
18 H -3.05261 0.61772 0.79470
19 H -1.93829 1.96741 0.41873

natural (NBO) atomic charge list, values in e, 4 entries: -0.98, 1.18, -0.99, -0.46


No. 10
The molecule C4H8N2O in a non-equilibrium geometry. Source: the Open Molecules 2025 dataset; level of theory: ωB97M-V/def2-TZVPD.

As for the SMILES: [H]/N=C\N1CCCO1. The HOMO energy comes out at -0.3237 hartree. The maximum force comes out at 9.83 eV/Å. The relative energy (zero: lowest compared OMol25 entry of this formula, charge and spin) is 655.6 kJ/mol.

CARTESIAN COORDINATES (ANGSTROEM)
1 H 2.48787 -1.21916 -0.30548
2 N 2.79884 -0.42039 0.21159
3 C 1.71102 0.34000 -0.00659
4 N 0.56597 0.30588 -0.62452
5 C -0.56640 1.28972 -0.21967
6 C -1.40359 0.17612 0.39637
7 C -0.89710 -1.20642 0.05542
8 O -0.08492 -0.87108 -0.86748
9 H 2.14395 1.28800 0.16652
10 H -0.82550 1.78437 -1.19843
11 H -0.11276 1.91211 0.30890
12 H -2.40655 0.16272 -0.16962
13 H -1.42085 0.24366 1.41614
14 H -0.48087 -1.62319 1.08296
15 H -1.50913 -2.16235 -0.24612

natural (NBO) atomic charge list, values in e, 4 entries: 0.31, -0.69, 0.20, -0.13